{"formula": "C13H16N4O4", "method": "ωB97M-V/def2-TZVPD", "elements": ["C", "C", "H", "H", "O", "C", "C", "C", "C", "C", "C", "O", "C", "H", "H", "H", "H", "C", "N", "N", "N", "N", "C", "C", "C", "O", "O", "H", "H", "H", "H", "H", "H", "H", "H", "H", "H"], "positions_angstrom": [[-5.28063, -0.33860, -0.90118], [-5.04519, -0.38156, 0.60445], [-4.98132, 0.63108, 1.01072], [-5.86523, -0.91205, 1.09744], [-3.90281, -1.14452, 0.95285], [-2.64880, -0.77967, 0.57284], [-1.73576, -1.83356, 0.53767], [-0.41112, -1.64492, 0.21149], [0.03233, -0.36608, -0.10274], [-0.86054, 0.70274, -0.06480], [-2.18990, 0.52278, 0.27939], [-3.08426, 1.56070, 0.35507], [-2.64557, 2.85375, 0.01614], [-3.52103, 3.49296, 0.12345], [-1.85828, 3.20183, 0.69158], [-2.28658, 2.90098, -1.01664], [-0.47316, 1.67954, -0.30230], [1.40768, -0.11964, -0.46525], [2.36214, -1.04410, -0.54348], [3.41139, -0.34125, -0.90954], [3.14813, 0.93401, -1.05156], [1.90496, 1.09866, -0.78285], [4.71467, -0.90681, -1.07503], [5.37743, -1.14035, 0.29127], [5.59242, 0.19411, 0.97582], [6.60390, 0.83651, 0.93361], [4.49354, 0.59212, 1.61840], [4.61233, 1.47473, 2.00360], [4.72539, -1.76206, 0.90532], [6.34134, -1.62563, 0.14622], [5.30306, -0.20623, -1.67144], [4.61203, -1.85912, -1.60050], [0.27972, -2.47200, 0.18811], [-2.11181, -2.81502, 0.78017], [-6.22444, 0.15776, -1.10901], [-5.31431, -1.34868, -1.30348], [-4.48170, 0.20757, -1.39584]], "atomic_forces_ev_per_a": [[0.20, -0.10, 0.39], [-0.58, 0.28, -0.26], [-0.05, -0.23, 0.00], [0.10, 0.11, -0.06], [0.36, 0.02, 0.17], [0.17, -0.09, -0.06], [-0.21, 0.20, 0.01], [0.10, 0.28, -0.08], [-0.64, -0.19, 0.18], [0.09, -0.10, -0.01], [-0.21, -0.01, 0.04], [0.04, -0.53, 0.11], [0.06, 0.23, -0.05], [0.10, 0.01, -0.02], [-0.01, -0.01, -0.04], [0.01, -0.01, 0.04], [-0.05, 0.13, -0.01], [1.05, -0.17, -0.20], [-0.45, -0.27, 0.20], [-0.86, 0.24, -0.19], [0.98, 0.33, -0.35], [-0.67, 0.20, 0.15], [0.66, -0.31, 0.14], [-0.08, 0.22, -0.02], [0.34, -0.17, -0.03], [0.20, 0.10, -0.07], [-0.64, -0.02, 0.36], [0.25, -0.10, -0.18], [0.05, -0.04, -0.06], [-0.03, 0.07, 0.05], [-0.12, -0.11, 0.02], [-0.01, 0.20, 0.00], [0.05, -0.11, 0.01], [-0.07, -0.10, 0.02], [-0.11, 0.07, -0.05], [-0.04, -0.07, -0.06], [0.04, 0.07, -0.09]], "energy_ha": -1024.9373, "e_above_lowest_ev": 1.011, "molar_mass_g_mol": 292.29, "homo_lumo_gap_ev": 8.73, "lumo_energy_ev": 0.710, "multiplicity": 1, "smiles": "CCOc1ccc(-c2nnn(CCC(=O)O)n2)cc1OC", "charge": 0, "homo_energy_ev": -8.018}